(1)
The following is a DFT calculation (ωB97M-V with the def2-TZVPD basis set) of C35H33IN4RuS as an isolated structure.

Geometry (Å):
Ru  -1.69  -0.80  -0.28
C  -1.45  -0.06  -3.84
C  -1.95  1.03  -2.89
C  -2.40  2.21  -3.48
C  -2.44  3.42  -2.77
C  -2.18  3.34  -1.40
C  -1.82  2.09  -0.85
N  -1.79  0.91  -1.52
C  -1.46  1.99  0.57
C  -1.38  3.10  1.43
C  -1.07  2.87  2.79
C  -1.11  1.52  3.26
C  -1.43  0.50  2.40
N  -1.39  0.71  1.01
C  -1.77  -0.88  2.74
C  -2.25  -1.28  4.01
C  -2.29  -2.67  4.29
C  -2.15  -3.56  3.23
C  -1.78  -3.03  1.99
C  -1.25  -4.08  1.08
N  -1.65  -1.72  1.67
H  -1.47  0.27  -4.87
H  -2.01  -0.95  -3.83
H  -0.41  -0.33  -3.58
H  -2.71  2.18  -4.52
H  -2.76  4.31  -3.20
H  -2.10  4.21  -0.73
H  -1.34  4.12  1.06
H  -0.83  3.72  3.40
H  -0.90  1.29  4.29
H  -2.64  -0.51  4.70
H  -2.50  -3.07  5.31
H  -2.26  -4.64  3.44
H  -0.91  -5.00  1.67
H  -0.43  -3.75  0.38
H  -2.00  -4.49  0.36
C  4.36  2.09  1.69
C  3.50  2.50  0.46
C  2.24  3.29  0.93
C  4.39  3.33  -0.49
C  3.10  1.19  -0.30
C  4.03  0.63  -1.21
C  3.71  -0.45  -2.00
C  2.45  -0.96  -1.91
S  1.82  -2.33  -2.68
C  0.35  -2.29  -1.69
N  0.31  -1.11  -1.09
C  1.47  -0.41  -1.03
C  1.82  0.60  -0.13
C  -0.91  -2.95  -1.98
C  -1.10  -3.89  -2.98
C  -2.32  -4.04  -3.57
C  -3.48  -3.53  -3.02
C  -3.31  -2.62  -1.92
C  -2.11  -2.30  -1.42
H  4.75  2.96  2.25
H  5.28  1.51  1.38
H  3.73  1.57  2.46
H  2.56  4.20  1.50
H  1.61  2.75  1.68
H  1.60  3.59  0.08
H  4.48  4.39  -0.19
H  3.96  3.31  -1.50
H  5.39  2.85  -0.46
H  5.02  1.08  -1.34
H  4.47  -0.84  -2.68
H  1.09  0.88  0.60
H  -0.22  -4.42  -3.40
H  -2.38  -4.50  -4.59
H  -4.49  -3.84  -3.32
H  -4.18  -2.18  -1.55
I  3.98  -0.82  4.40
C  2.04  -0.75  3.94
H  1.46  -1.64  3.64
H  1.53  0.21  4.12

Total charge: +2
Molecular weight (g/mol): 769.72
Frontier orbital gap (spin up / spin down) (eV): 5.4876 / 5.7380
Electronic energy (eV): -64291.2294
Spin multiplicity: 5
Largest force on an atom (eV/Å): 4.48

Atomic partial charges in e from the Löwdin method, atoms 1 to 2: atom 1 (Ru): 1.4585, atom 2 (C): 0.0141



(2)
The following is a DFT calculation (ωB97M-V with the def2-TZVPD basis set) of C35H33InN6O3S as an isolated structure.

Geometry (Å):
In  -0.75  -0.53  -1.22
C  -1.99  0.15  -5.41
C  -1.36  0.10  -4.07
N  -1.96  -0.42  -2.98
N  -3.23  -0.93  -3.03
C  -3.71  -1.19  -1.75
N  -4.97  -1.66  -1.72
S  -2.94  -0.98  -0.22
C  -0.07  0.64  -3.83
C  0.86  1.05  -4.81
C  2.09  1.56  -4.44
C  2.41  1.72  -3.09
C  1.56  1.25  -2.13
N  0.35  0.73  -2.51
H  -2.88  -0.51  -5.43
H  -1.25  -0.25  -6.11
H  -2.23  1.17  -5.80
H  -5.48  -1.68  -2.60
H  -5.30  -2.00  -0.82
H  0.63  1.02  -5.89
H  2.88  1.74  -5.18
H  3.22  2.35  -2.74
H  1.77  1.31  -1.06
C  -0.84  -2.36  4.82
C  0.03  -2.26  3.63
O  0.18  -1.08  2.94
C  0.66  -3.36  3.05
C  1.46  -3.55  1.85
C  2.13  -4.89  1.82
N  1.44  -2.80  0.74
N  1.93  -3.33  -0.35
C  1.40  -2.85  -1.48
O  0.20  -2.35  -1.58
C  2.11  -3.17  -2.74
C  3.51  -3.22  -2.74
C  4.20  -3.45  -3.92
C  3.48  -3.87  -5.02
C  2.09  -3.87  -5.03
C  1.38  -3.45  -3.91
H  -1.82  -2.03  4.47
H  -0.57  -1.65  5.63
H  -0.83  -3.40  5.17
H  0.59  -4.23  3.72
H  2.34  -5.26  2.82
H  3.06  -4.79  1.26
H  1.49  -5.62  1.30
H  4.00  -3.08  -1.79
H  5.29  -3.33  -4.01
H  4.01  -4.22  -5.91
H  1.55  -4.18  -5.91
H  0.30  -3.32  -3.96
C  -0.19  -0.03  3.69
C  -0.39  1.12  3.12
C  -0.72  2.43  3.29
C  0.35  3.46  3.05
C  1.70  3.10  3.33
C  2.73  4.01  3.23
C  2.45  5.29  2.72
C  1.16  5.65  2.41
C  0.10  4.76  2.55
C  -2.10  2.88  3.50
C  -3.21  2.06  3.29
C  -4.44  2.64  3.03
C  -4.67  3.99  3.19
C  -3.68  4.79  3.73
C  -2.42  4.21  3.93
H  1.88  2.08  3.72
H  3.76  3.72  3.49
H  3.25  6.00  2.55
H  1.00  6.65  2.05
H  -0.88  5.06  2.22
H  -3.11  0.98  3.23
H  -5.28  2.01  2.76
H  -5.63  4.41  2.93
H  -3.85  5.84  3.92
H  -1.66  4.82  4.39
O  0.43  -0.40  0.53
H  0.92  -1.29  0.78
H  0.07  0.08  1.35

Total charge: -2
Molecular weight (g/mol): 732.57
Frontier orbital gap (spin up / spin down) (eV): 4.7174 / 2.6735
Electronic energy (eV): -67917.3766
Spin multiplicity: 1
Largest force on an atom (eV/Å): 4.46

Atomic partial charges in e from the Löwdin method, atoms 1 to 2: atom 1 (In): 0.6381, atom 2 (C): -0.0611



(3)
The following is a DFT calculation (ωB97M-V with the def2-TZVPD basis set) of C35H33O2P2ReS2Te as an isolated structure.

Geometry (Å):
Re  -1.73  0.40  0.44
S  -0.98  -2.05  1.29
P  0.63  -1.34  0.41
C  0.04  0.11  -0.32
P  0.84  1.62  -0.54
S  -0.49  2.59  0.67
C  2.56  1.88  -0.05
C  3.57  1.55  -0.95
C  4.89  1.71  -0.60
C  5.22  2.21  0.65
C  4.22  2.55  1.55
C  2.89  2.38  1.21
C  0.79  2.15  -2.26
C  0.11  1.40  -3.20
C  0.02  1.84  -4.51
C  0.60  3.05  -4.87
C  1.28  3.81  -3.92
C  1.38  3.36  -2.62
C  1.48  -2.40  -0.78
C  1.88  -1.89  -2.01
C  2.56  -2.71  -2.90
C  2.83  -4.03  -2.57
C  2.43  -4.54  -1.35
C  1.75  -3.73  -0.45
C  1.88  -0.92  1.65
C  3.21  -1.31  1.55
C  4.11  -0.99  2.56
C  3.68  -0.29  3.68
C  2.35  0.10  3.78
C  1.46  -0.21  2.77
H  3.32  1.16  -1.93
H  5.68  1.45  -1.30
H  6.25  2.35  0.93
H  4.47  2.94  2.53
H  2.10  2.64  1.91
H  -0.36  0.46  -2.91
H  -0.50  1.25  -5.25
H  0.54  3.40  -5.89
H  1.73  4.75  -4.20
H  1.91  3.95  -1.88
H  1.66  -0.87  -2.28
H  2.87  -2.31  -3.86
H  3.36  -4.66  -3.27
H  2.63  -5.57  -1.09
H  1.41  -4.13  0.50
H  3.56  -1.85  0.68
H  5.14  -1.29  2.47
H  4.37  -0.06  4.47
H  2.01  0.65  4.65
H  0.42  0.09  2.86
C  -3.11  -0.50  4.42
C  -3.18  -0.48  2.93
O  -2.54  0.41  2.33
C  -4.00  -1.45  2.22
C  -4.85  -2.31  2.94
C  -5.68  -3.19  2.30
C  -5.69  -3.25  0.91
C  -4.87  -2.44  0.16
C  -4.00  -1.53  0.80
O  -3.22  -0.81  0.04
H  -2.37  0.23  4.74
H  -2.84  -1.49  4.78
H  -4.07  -0.23  4.85
H  -4.85  -2.26  4.02
H  -6.33  -3.84  2.87
H  -6.34  -3.96  0.41
H  -4.85  -2.50  -0.92
C  -5.10  1.31  -1.06
Te  -3.38  2.39  -0.38
C  -2.73  2.89  -2.34
H  -4.76  0.41  -1.56
H  -5.67  1.94  -1.73
H  -5.71  1.05  -0.20
H  -3.30  3.76  -2.68
H  -2.89  2.04  -3.00
H  -1.68  3.14  -2.29

Total charge: +1
Molecular weight (g/mol): 925.54
Frontier orbital gap (spin up / spin down) (eV): 7.8312 / 7.2554
Electronic energy (eV): -90593.3546
Spin multiplicity: 2
Largest force on an atom (eV/Å): 1.23

Atomic partial charges in e from the Löwdin method, atoms 1 to 2: atom 1 (Re): 0.9208, atom 2 (S): 0.5152